Entry from OMol25: C18H34ClN2P2SV as an isolated structure (ωB97M-V with the def2-TZVPD basis set).

Computed properties:
2S+1 = 3
frontier orbital gap (spin up / spin down) = 8.0 / 8.4 eV
total charge = +2
E_HOMO (spin up / spin down) = -14.62 / -14.66 eV
calculated total energy = -89807.75985 eV
⟨S²⟩ = 2.061
largest force on an atom = 2.33 eV Å⁻¹

Geometry as XYZ:
```
59
Properties=species:S:1:pos:R:3:nbo_charge:R:1
V 1.0325 0.0143 0.6916 0.7055
C 0.9055 -2.5912 3.5571 -0.9356
P 0.5864 -0.8319 3.0843 0.9396
C -1.1093 -0.5273 3.7050 -0.9239
C 1.6335 0.0665 4.2397 -0.7310
C 1.6325 1.5175 3.9466 -0.7158
P 2.0060 1.7327 2.1519 0.9725
C 1.2530 3.2814 1.6263 -0.9459
C 3.8258 2.0823 2.3253 -0.9130
H 0.6764 -2.8386 4.6016 0.2649
H 1.9648 -2.8117 3.4063 0.2510
H 0.4058 -3.3657 2.9731 0.2618
H -1.1898 -1.1203 4.6251 0.2570
H -1.8402 -0.8481 2.9788 0.2616
H -1.1832 0.4968 4.0265 0.2481
H 2.6694 -0.3498 4.1321 0.2484
H 1.3316 -0.1478 5.2732 0.2712
H 2.2835 2.0658 4.6076 0.2697
H 0.6612 1.9818 4.0735 0.2396
H 1.6579 4.0713 2.3104 0.2614
H 0.1735 3.1743 1.7590 0.2506
H 1.4903 3.4912 0.5904 0.2577
H 3.9927 3.0113 2.8548 0.2598
H 4.3857 2.1716 1.4107 0.2528
H 4.2786 1.3071 2.9061 0.2467
Cl 3.2013 -1.3078 0.4182 0.1008
C 1.9678 -1.2267 -0.9444 -0.0269
C 1.5149 -2.4388 -1.4494 -0.2347
C 0.8281 -2.2990 -2.6807 -0.1797
C 0.6385 -1.0227 -3.2614 -0.1910
C 1.0211 0.1859 -2.6879 -0.1623
C 1.7779 0.0702 -1.4694 -0.1535
C 2.1540 1.2444 -0.6742 -0.6942
H 1.7261 -3.4019 -0.9808 0.2704
H 0.4993 -3.1691 -3.2280 0.2480
H 0.2964 -1.0321 -4.2998 0.2414
H 0.8796 1.1243 -3.2156 0.2514
H 1.9586 2.1984 -1.1229 0.2380
H 3.1901 1.2301 -0.3731 0.2341
C -2.6592 1.7653 -3.9865 -0.6074
C -3.4113 1.4420 -2.7446 -0.2241
N -2.5609 1.2083 -1.5824 -0.5294
C -2.1894 0.0441 -1.0714 0.4199
S -1.3534 0.0278 0.4714 -0.2119
N -2.5843 -1.1441 -1.5185 -0.5585
C -2.9756 -1.5236 -2.8842 -0.2213
C -2.8361 -3.0378 -2.9470 -0.6183
H -3.3626 2.0734 -4.7523 0.2524
H -2.1230 0.8999 -4.2508 0.1975
H -1.9498 2.5593 -3.7623 0.2163
H -4.1144 0.6389 -2.8009 0.2158
H -4.0048 2.2640 -2.3899 0.2271
H -2.1454 1.9931 -1.1499 0.4204
H -2.2531 -1.9049 -0.9653 0.4222
H -2.3196 -0.9972 -3.6196 0.2045
H -4.0134 -1.2590 -3.0193 0.2177
H -1.8715 -3.3711 -2.5534 0.2009
H -2.8729 -3.3811 -3.9970 0.2497
H -3.5767 -3.4862 -2.3637 0.2299
```